Entry from OMol25: a molecular structure, C5H5FO4Pm at a distorted geometry (ωB97M-V/def2-TZVPD).

As for the energy above the lowest of the compared OMol25 structures with the same formula, charge and spin: 36.7 kcal per mole. Its total energy is -1201.91379 hartree. Its spin multiplicity is 6. As for the net charge: +2. Its LUMO energy (spin up / spin down) is -0.4206 / -0.4205 hartree. The HOMO-LUMO gap (spin up / spin down) comes out at 5.215 / 7.242 eV.

Each line ends with the Mulliken charge.
Atoms and positions in Å:
1 C -1.47 -1.02 0.10  1.24
2 C -0.59 -0.48 1.21  -0.37
3 O 0.08 -1.55 1.75  -0.14
4 C -0.10 -2.65 0.97  0.54
5 O -0.96 -2.38 -0.01  -0.28
6 O 0.47 -3.68 1.14  -0.33
7 O -1.53 -0.43 -1.05  -0.82
8 F -2.78 -1.19 0.59  -0.23
9 H -0.98 0.23 1.93  0.45
10 Pm -0.77 1.35 -2.44  1.71
11 H 0.58 1.06 0.58  0.13
12 C 1.90 1.94 -1.25  -0.78
13 C 0.99 2.02 -0.28  -0.35
14 H 2.33 0.98 -1.56  0.41
15 H 2.25 2.83 -1.78  0.38
16 H 0.57 2.97 0.07  0.44